[1]
The following is a DFT calculation (the ωB97M-V functional and the def2-TZVPD basis) of a structure of composition C6H12N2O5PrS3.

Its expectation value of S² is 2.002. The net charge is +1. The value obtained for the HOMO-LUMO gap (spin up / spin down) is 9.019 / 9.052 eV. Its spin multiplicity is 3. The energy relative to the best compared isomer or geometry (same formula, charge and spin) comes out at 160.1 kJ/mol. The HOMO energy (spin up / spin down) comes out at -0.4862 / -0.4881 Ha. The total energy comes out at -2432.707345 Eh. The calculation puts the strongest force on any atom at 9.82 eV/Å.

The geometry in XYZ format:
```
29
C6H12N2O5PrS3, DFT the ωB97M-V functional and the def2-TZVPD basis
H 2.644 -1.615 -1.204
C 0.435 -2.113 1.433
Pr -1.832 -0.045 -0.854
H 2.398 -0.693 0.275
C 0.509 -0.870 2.307
O -3.637 -0.148 0.216
O -2.860 -0.930 -4.180
C 1.783 0.297 -1.564
S 0.422 -1.884 -0.384
H 2.034 1.250 0.945
H 2.752 0.769 -1.724
C 0.128 1.923 1.762
O -3.016 1.661 -0.662
H -0.651 2.644 1.513
H 0.536 2.185 2.738
C 1.964 -0.936 -0.692
O -2.571 -1.535 -2.119
H -0.493 -2.657 1.616
N -2.328 -0.795 -3.127
H 1.473 -0.370 2.244
H 1.662 2.948 0.696
H 1.374 0.029 -2.540
S 0.632 1.594 -0.978
C 1.232 1.948 0.719
S -0.804 0.360 1.963
H 1.265 -2.780 1.663
O -1.458 0.121 -2.903
H 0.364 -1.189 3.339
N -3.959 0.831 -0.499
```



[2]
The following is a DFT calculation (the ωB97M-V functional and the def2-TZVPD basis) of a structure of composition C9H11ClN2O3Ti.

The net charge is +2. The value obtained for the HOMO-LUMO gap is 7.451 eV. Its spin multiplicity is 1. The energy relative to the best compared isomer or geometry (same formula, charge and spin) comes out at 171.5 kJ/mol. The HOMO energy comes out at -0.6337 Ha. The total energy comes out at -1993.907085 Eh. The calculation puts the strongest force on any atom at 4.68 eV/Å.

The geometry in XYZ format:
```
27
C9H11ClN2O3Ti, DFT the ωB97M-V functional and the def2-TZVPD basis
H -1.107 0.983 -4.426
O -0.069 1.333 2.811
C -2.055 1.061 -1.405
C 0.205 -1.881 0.426
C -0.356 0.876 1.799
H 2.294 -1.170 4.097
C -2.563 0.115 -0.476
H -0.256 2.027 -3.292
H 3.408 0.944 1.499
H -2.384 -2.112 -0.423
C -1.248 0.368 -2.376
H -3.274 0.314 0.319
C -0.508 0.988 -3.511
Ti -0.244 0.292 -0.299
H 0.808 -1.509 3.314
H -2.254 2.125 -1.423
H 0.423 0.458 -3.728
H -0.800 -1.797 -2.602
N 3.232 0.389 2.321
C 2.098 -0.321 2.231
Cl 0.386 2.414 -0.538
H 3.923 0.326 3.062
C -1.270 -1.009 -2.022
N 1.691 -1.029 3.308
O 1.408 -0.226 1.152
C -2.067 -1.168 -0.853
O 0.579 -2.792 1.034
```



[3]
The following is a DFT calculation (the ωB97M-V functional and the def2-TZVPD basis) of a cluster of 2 separate species, C2H7NOS in total.

The net charge is 0. The value obtained for the HOMO-LUMO gap is 8.864 eV. Its spin multiplicity is 1. The energy relative to the best compared isomer or geometry (same formula, charge and spin) comes out at 259.4 kJ/mol. The HOMO energy comes out at -0.2938 Ha. The total energy comes out at -608.498337 Eh. The calculation puts the strongest force on any atom at 3.99 eV/Å. Its structure (SMILES) is C=N.CSO.

The geometry in XYZ format:
```
12
C2H7NOS, DFT the ωB97M-V functional and the def2-TZVPD basis
S 1.178 0.196 -0.726
H 3.069 1.498 -0.705
H -3.135 -1.947 -0.669
H -1.658 -2.476 -0.208
H -0.104 -0.376 0.913
O 0.839 -0.513 0.751
C -2.169 -1.524 -0.323
H 2.440 1.156 0.969
N -1.817 -0.335 -0.020
H -2.517 0.388 -0.022
H 1.614 2.457 0.081
C 2.261 1.477 -0.041
```



[4]
The following is a DFT calculation (the ωB97M-V functional and the def2-TZVPD basis) of a cluster of 9 separate species, C35H75N3O33PS8 in total.

The net charge is +1. The value obtained for the HOMO-LUMO gap is 7.649 eV. Its spin multiplicity is 1. The HOMO energy comes out at -0.3728 Ha. The total energy comes out at -7552.092156 Eh. The calculation puts the strongest force on any atom at 2.19 eV/Å.

The geometry in XYZ format:
```
155
C35H75N3O33PS8, DFT the ωB97M-V functional and the def2-TZVPD basis
O -5.501 -5.281 5.582
C 7.862 -1.730 0.804
O 4.206 6.629 -15.854
H -7.657 -2.781 -1.168
H -7.660 -0.337 -0.417
H 2.563 -1.071 4.749
H 9.745 -2.704 0.333
C 2.156 1.906 -3.056
H 4.846 1.631 4.234
H -0.694 -2.919 -3.335
O 1.892 7.309 -15.283
C -2.787 -1.059 -1.521
C -3.977 -0.278 -0.992
H -4.278 -8.097 8.620
C -0.933 -4.068 1.961
H 1.163 2.209 -2.717
C 2.721 -0.238 5.429
H -6.084 -3.376 -1.647
H 1.165 3.467 -6.430
H -10.069 -2.646 5.200
O 6.661 -1.650 -2.487
H -3.532 -2.892 -0.693
H 3.714 -0.318 5.877
H -9.863 -4.040 4.115
H 2.723 3.129 -7.222
O -4.464 -7.289 4.564
S 1.344 6.066 0.750
H 8.097 -0.852 1.391
O 0.989 5.485 -0.495
H -1.431 6.892 1.049
C -0.737 1.127 2.379
H -3.899 -0.172 0.095
C -1.041 -4.342 -0.595
C -6.656 -3.002 -0.789
H -1.876 -4.602 1.819
H 1.707 0.054 -4.131
S -7.115 -3.090 3.586
C -0.224 -3.792 0.590
O 3.525 5.537 -9.374
H -5.984 -0.055 -1.677
O 8.490 -0.320 3.443
H -7.977 -3.131 6.356
C 6.805 2.512 3.868
H 5.802 1.936 5.699
C 3.682 5.570 -12.832
H 2.419 0.121 0.887
H 1.988 5.549 -5.504
H -0.444 -2.693 3.390
H 4.405 7.324 -11.784
H -1.133 0.131 2.203
S 8.023 0.444 4.547
O -7.189 -4.162 4.764
H 6.725 3.561 4.137
O 1.689 1.227 6.919
N -1.631 -3.269 -1.474
H 3.182 0.012 -3.113
O -6.174 -2.087 3.931
C 1.643 -0.139 6.486
H 0.399 -3.049 -2.019
N -1.208 -2.860 2.747
H 4.713 5.255 -13.009
O 0.544 7.442 0.918
H 2.834 2.239 -2.269
C 2.715 4.927 -6.030
H -2.999 -1.320 -2.568
O 6.731 -1.474 -0.048
C -0.226 6.130 2.680
H -2.277 1.821 -0.435
C -0.848 2.091 1.168
S 6.786 -2.442 -1.319
C -0.469 -1.041 -2.278
C -9.342 -3.263 4.677
O -4.173 -6.852 6.960
O 6.424 0.328 4.583
C -2.572 -2.369 -0.748
S 2.109 2.169 5.695
O 0.602 5.245 1.914
C 2.150 0.362 -3.182
O -6.342 -7.514 6.139
O 8.113 2.004 4.198
H -0.387 -4.970 -1.201
H 0.777 -4.215 0.613
O 1.887 7.072 -8.317
O 3.746 7.729 -13.713
C 8.965 -2.125 -0.152
O 8.304 -2.915 -1.160
H -1.337 1.549 3.191
O 2.647 1.008 4.719
H 6.658 2.401 2.792
C 3.613 7.032 -12.468
H -3.920 0.729 -1.412
H 3.195 -1.214 -0.864
O 3.202 2.971 6.101
C -7.122 -0.841 0.389
O -7.053 -3.786 2.350
H 0.369 6.527 3.504
S -5.088 -6.636 5.655
H -2.279 -2.126 0.271
H -6.682 -3.735 0.012
H -5.217 -1.543 -2.286
C -8.305 -3.857 5.609
H -0.588 -0.709 -3.314
P 1.163 -0.297 -1.747
O 0.937 2.714 5.119
H -1.596 2.845 1.413
H -0.926 8.137 2.213
H -6.735 -0.142 1.129
O 2.968 5.468 -14.070
H 2.407 2.351 -4.021
C 5.847 1.638 4.650
C -0.627 7.221 1.712
H -5.272 -1.955 0.490
H -2.209 -3.798 -2.124
H 3.387 4.467 -5.309
N -1.526 -0.338 -1.533
O 2.690 6.283 1.132
H -0.613 1.875 -0.939
S 2.639 5.874 -8.318
O 1.631 4.643 -8.075
C 1.995 -0.883 0.832
H 1.983 -2.459 -0.710
H 2.644 7.285 -12.032
H 1.814 -0.810 7.323
H 7.610 -2.554 1.475
C 2.139 -1.379 -0.622
O -1.134 0.043 -0.243
S 3.169 6.825 -14.909
C -0.551 -2.599 -2.302
H 0.289 1.134 2.747
C 2.031 3.916 -6.910
H -0.191 -2.703 0.497
H 2.630 -1.504 1.475
H -1.277 -2.032 2.169
H -0.268 -4.684 2.566
C -6.011 -1.691 -0.277
H 0.111 2.583 1.025
H -5.520 -9.250 6.872
O 3.444 5.766 -6.931
H 3.234 4.931 -12.077
H -1.082 5.593 3.080
H 0.965 -0.900 1.182
H -1.876 -4.961 -0.260
H -8.659 -4.755 6.108
H 9.409 -1.254 -0.636
O 8.525 0.246 5.853
C -1.279 1.463 -0.173
C -5.330 -0.887 -1.417
H -5.404 -6.720 8.601
H 0.652 -0.328 6.064
H -7.834 -1.540 0.833
C -4.930 -7.494 7.993
O 5.934 -3.549 -1.061
H -6.821 -8.563 7.871
C -5.957 -8.326 7.257
O -8.587 -2.469 3.755
```



Repeat the second record exactly.
The following is a DFT calculation (the ωB97M-V functional and the def2-TZVPD basis) of a structure of composition C9H11ClN2O3Ti.

The net charge is +2. The value obtained for the HOMO-LUMO gap is 7.451 eV. Its spin multiplicity is 1. The energy relative to the best compared isomer or geometry (same formula, charge and spin) comes out at 171.5 kJ/mol. The HOMO energy comes out at -0.6337 Ha. The total energy comes out at -1993.907085 Eh. The calculation puts the strongest force on any atom at 4.68 eV/Å.

The geometry in XYZ format:
```
27
C9H11ClN2O3Ti, DFT the ωB97M-V functional and the def2-TZVPD basis
H -1.107 0.983 -4.426
O -0.069 1.333 2.811
C -2.055 1.061 -1.405
C 0.205 -1.881 0.426
C -0.356 0.876 1.799
H 2.294 -1.170 4.097
C -2.563 0.115 -0.476
H -0.256 2.027 -3.292
H 3.408 0.944 1.499
H -2.384 -2.112 -0.423
C -1.248 0.368 -2.376
H -3.274 0.314 0.319
C -0.508 0.988 -3.511
Ti -0.244 0.292 -0.299
H 0.808 -1.509 3.314
H -2.254 2.125 -1.423
H 0.423 0.458 -3.728
H -0.800 -1.797 -2.602
N 3.232 0.389 2.321
C 2.098 -0.321 2.231
Cl 0.386 2.414 -0.538
H 3.923 0.326 3.062
C -1.270 -1.009 -2.022
N 1.691 -1.029 3.308
O 1.408 -0.226 1.152
C -2.067 -1.168 -0.853
O 0.579 -2.792 1.034
```



Copy entry 2 word for word.
The following is a DFT calculation (the ωB97M-V functional and the def2-TZVPD basis) of a structure of composition C9H11ClN2O3Ti.

The net charge is +2. The value obtained for the HOMO-LUMO gap is 7.451 eV. Its spin multiplicity is 1. The energy relative to the best compared isomer or geometry (same formula, charge and spin) comes out at 171.5 kJ/mol. The HOMO energy comes out at -0.6337 Ha. The total energy comes out at -1993.907085 Eh. The calculation puts the strongest force on any atom at 4.68 eV/Å.

The geometry in XYZ format:
```
27
C9H11ClN2O3Ti, DFT the ωB97M-V functional and the def2-TZVPD basis
H -1.107 0.983 -4.426
O -0.069 1.333 2.811
C -2.055 1.061 -1.405
C 0.205 -1.881 0.426
C -0.356 0.876 1.799
H 2.294 -1.170 4.097
C -2.563 0.115 -0.476
H -0.256 2.027 -3.292
H 3.408 0.944 1.499
H -2.384 -2.112 -0.423
C -1.248 0.368 -2.376
H -3.274 0.314 0.319
C -0.508 0.988 -3.511
Ti -0.244 0.292 -0.299
H 0.808 -1.509 3.314
H -2.254 2.125 -1.423
H 0.423 0.458 -3.728
H -0.800 -1.797 -2.602
N 3.232 0.389 2.321
C 2.098 -0.321 2.231
Cl 0.386 2.414 -0.538
H 3.923 0.326 3.062
C -1.270 -1.009 -2.022
N 1.691 -1.029 3.308
O 1.408 -0.226 1.152
C -2.067 -1.168 -0.853
O 0.579 -2.792 1.034
```